19
Properties=species:S:1:pos:R:3:forces:R:3:mulliken_charge:R:1 method="wB97M-V/def2-TZVPD" de_lowest_kcal_mol=0.3 total_energy_ha=-311.05878 homo_ha=-0.3750 gap_ev=11.154 mol_weight_g_mol=100.16 multiplicity=1 smiles=CC1(O)CCCC1
H 2.11348 -1.82551 -0.12147 -0.0382 0.1454 -0.0506 0.373
H -1.31084 1.79334 1.07109 -0.0052 -0.0714 -0.1389 0.235
H -2.00143 -0.40005 1.31150 0.0258 0.0482 -0.1589 0.247
H -0.61319 -2.07122 0.26666 0.0120 0.1435 -0.0341 0.397
H 1.31185 0.44492 1.79693 -0.0850 -0.2158 0.0675 0.415
H 0.32490 1.20961 -1.41614 -0.0223 -0.0425 0.1423 0.324
C -0.62382 -1.08559 -0.20948 0.0165 -0.0456 -0.0252 -0.928
H -1.82662 1.84579 -0.60885 0.0841 -0.0822 0.0889 0.339
H -0.66623 -1.23424 -1.29659 0.0325 0.0152 0.1629 0.317
C 0.63134 -0.27797 0.12470 -0.0602 -0.0351 -0.3012 1.216
C -1.24526 1.26621 0.11472 -0.0362 0.0829 0.0194 -0.457
O 0.73763 -0.29297 1.55060 0.1665 0.1704 0.1626 -0.585
H -2.69359 -0.35629 -0.30929 0.1427 0.0303 0.0663 0.380
H 2.77062 -0.18366 -0.23525 -0.1317 -0.0654 -0.0284 0.393
C 1.91329 -0.81639 -0.49669 0.0226 0.0002 -0.0314 -1.828
H 0.88298 1.89659 0.11037 -0.1039 -0.1065 -0.0706 0.391
H 1.84385 -0.85719 -1.58931 -0.0228 0.0208 0.1450 0.357
C 0.22725 1.13074 -0.32634 0.0508 0.0334 -0.0388 -0.992
C -1.77618 -0.18611 0.26286 -0.0481 -0.0258 0.0233 -0.595



110
Properties=species:S:1:pos:R:3:forces:R:3:mulliken_charge:R:1 method="wB97M-V/def2-TZVPD" total_charge=+2 de_lowest_kcal_mol=40.8 total_energy_ha=-5824.83965 homo_ha="-0.4466 / -0.4466" gap_ev="6.896 / 4.273" mol_weight_g_mol=1217.67 multiplicity=3
C -2.74046 -0.36931 -4.84673 0.0293 0.0606 0.1110 -0.657
C -1.42125 6.89003 1.64289 -0.1361 0.1437 0.0674 -0.540
C -2.54074 4.35338 1.87890 -0.0080 -0.0749 0.0374 -0.472
N 2.26894 -4.22455 -2.08542 -0.0836 0.3239 -0.0077 -0.023
H 0.31833 5.89679 0.91425 -0.0124 0.0819 -0.0406 0.502
H 2.17075 -8.47895 -5.04254 -0.0038 -0.0589 -0.0775 0.407
H 2.96277 -6.42742 -6.10910 0.0286 0.0297 -0.0951 0.402
C 1.64991 -4.26392 0.37744 -0.0377 0.5155 0.4467 1.327
H 1.15675 2.67527 -1.94742 0.0153 -0.0169 -0.0835 0.201
H 2.34778 -6.04974 1.29897 0.0445 -0.1004 0.0300 0.631
C -2.78241 -0.41067 -6.22727 0.0019 -0.1514 -0.0250 -0.749
C 2.13134 2.23926 3.12070 -0.0111 -0.0374 -0.0920 -0.567
H -2.98214 3.36942 1.96470 -0.0734 -0.0575 0.0007 0.402
C -4.35752 2.93576 -1.09507 -0.0070 -0.1071 0.0285 -0.606
O 0.76934 -2.19189 -0.49872 -0.1352 0.2918 -0.0434 -0.823
H -4.06739 6.28395 -0.78265 0.0019 0.1178 0.0610 0.502
H -3.37731 2.85924 -6.83666 -0.0174 0.0784 -0.0824 0.428
C -4.58337 -0.63741 1.82469 0.1715 -0.3448 -0.0073 -0.794
C -3.77499 -2.86130 0.97832 -0.0815 0.2717 0.1654 -0.871
C 1.79909 3.40745 -1.47677 -0.0353 0.0058 -0.0314 -0.404
N 1.59602 -6.13039 -1.13019 -0.2854 0.3363 0.9864 -0.715
C 1.94786 -5.06593 1.47821 -0.0560 0.1166 0.2585 -0.690
H 1.14024 -0.66174 3.78362 -0.0111 -0.0258 -0.0454 0.572
F 4.49803 5.62222 -2.33076 -0.0807 -0.0545 0.0851 -0.309
C 1.80375 -7.59036 -3.14877 0.0261 0.2862 0.1022 -0.852
C -0.86398 0.40550 -1.98324 -0.3318 0.3020 0.5127 -1.388
H -3.03010 0.72170 -8.02481 -0.0137 0.0022 -0.1241 0.415
H -3.29646 2.93465 -4.38726 -0.0570 0.1448 0.0201 0.359
C -3.78779 5.26301 -0.98926 0.0210 -0.0266 -0.1308 -0.666
H 2.90674 3.83563 -3.27253 0.0348 -0.0390 -0.1602 0.505
H -3.78604 1.02085 0.65318 0.1036 -0.0742 -0.0725 -0.275
H -4.76756 -0.03248 2.71230 -0.0103 0.1027 -0.0902 0.426
H 0.97245 -3.00281 3.95234 0.0183 0.0926 0.1644 0.632
C -2.91892 0.83384 -4.16437 -0.0284 -0.0397 0.8625 0.834
H -4.93000 -2.54310 2.76444 0.0248 -0.0243 0.0792 0.439
C -0.04200 2.82256 3.98113 0.0006 0.0314 -0.0804 -0.606
C -4.13536 -2.04183 2.21363 -0.1931 -0.0642 -0.1292 -0.576
Sb 0.01332 2.82205 0.93488 0.4951 0.3296 0.3980 1.245
C 2.72469 -5.18883 -4.38843 0.1009 -0.1394 -0.3271 -0.961
Br 2.10720 -5.66461 4.27251 -0.0870 0.2298 -0.3659 -0.170
H 4.10107 6.01967 0.18292 0.0915 0.0476 0.0766 0.478
C 0.81728 2.63281 2.90504 -0.2203 -0.0765 -0.5484 0.367
C 2.77126 4.04377 -2.22461 0.1334 0.1480 -0.1086 -0.582
C 2.33412 -5.20448 -3.06192 -0.3027 -0.8901 0.0053 0.567
C 2.20123 -7.56672 -4.46707 -0.0620 -0.1206 0.0709 -0.507
C -4.69473 4.23940 -0.77498 -0.1280 -0.0134 0.0187 -0.768
H -0.23930 2.78717 6.12141 -0.0617 0.0347 0.1652 0.514
C 1.84838 -4.86459 -0.93506 -0.1382 -0.7758 -0.2984 -0.235
H -0.66447 -0.56055 -2.43526 0.0383 -0.3455 -0.0676 0.474
C -3.15576 1.99452 -4.89951 0.0247 -0.0087 0.2007 -0.226
C 0.41022 2.64547 5.27421 0.1510 -0.0579 0.1258 -0.585
C 2.60147 2.06592 4.40943 0.0138 0.0185 0.2395 -0.777
C 3.57519 4.98847 -1.60833 -0.1130 -0.1417 0.1343 0.117
H -4.28839 5.37536 2.62355 -0.1060 -0.0104 0.0063 0.502
H -2.64063 -1.35027 -6.73880 0.0070 -0.0714 -0.0805 0.430
C 1.87753 -6.39248 -2.43416 0.5203 0.5828 -1.0429 0.599
H -3.26576 -1.97394 2.86970 0.0519 -0.0339 0.1214 0.155
C -3.48315 0.02434 0.97860 -0.0979 0.7678 0.5962 0.684
C 2.65364 -6.39266 -5.07618 0.0605 0.3786 0.1200 -0.488
H -2.55725 -1.27902 -4.29162 0.0421 -0.1988 0.0031 0.246
F 2.17035 2.07906 6.71035 0.0224 0.0570 0.0278 -0.321
Au -0.14675 0.15386 0.01638 -0.2202 0.5562 -0.3054 1.554
C -1.25243 4.51377 1.39871 0.2981 -0.8316 -0.3051 0.673
C -3.19628 1.95207 -6.28160 -0.0106 0.0581 -0.0892 -0.698
C -3.10109 2.62010 -1.61034 0.0925 -0.5791 -0.0875 1.152
C -3.00388 0.75274 -6.94735 -0.0305 0.0223 0.0398 -0.547
C 1.73198 2.27571 5.46932 -0.0730 -0.1234 -0.2028 0.288
H -1.82967 5.76814 -1.67493 0.1304 0.0797 -0.0275 0.497
H 2.79594 2.06186 2.28578 0.0996 0.0245 -0.0532 0.536
C -2.53220 4.97003 -1.49536 -0.0757 0.2139 -0.0584 -0.645
C -2.19327 3.66321 -1.79170 0.0148 -0.1797 -0.1318 -0.399
C 1.11099 -2.98962 0.56521 0.1816 -0.5083 0.3783 0.131
H -0.27164 0.24056 3.20524 0.0502 -0.0946 -0.0020 -0.166
C 3.45084 5.28145 -0.25886 0.0922 0.0674 -0.1434 -0.743
C -2.71299 -2.10849 0.15278 0.5536 -0.7495 -0.1928 -0.108
H 3.08584 -4.29309 -4.87097 0.0322 0.0749 -0.0687 0.398
C 1.16550 -3.32985 2.94722 -0.0165 -0.0036 0.0572 -0.342
N -3.18721 -0.79131 -0.16244 -0.7212 -0.1267 0.0676 0.241
H -0.49045 -1.37602 3.91100 0.0103 -0.0332 -0.0401 0.476
Si -2.65519 0.91780 -2.29126 0.3910 0.3497 -0.5308 -0.067
H 2.38726 4.84738 1.54242 0.0073 0.0139 -0.0572 0.506
C -0.69120 5.77357 1.28166 0.1517 -0.0048 -0.0370 -0.846
H -2.48026 -2.64588 -0.76853 0.0051 0.0997 0.0424 0.619
C 0.16543 -0.75220 3.30064 -0.1710 0.3086 0.6183 -0.908
H -1.07160 3.11100 3.81291 -0.0294 0.0829 0.0738 0.463
H -1.22826 3.44950 -2.22512 0.2902 0.0490 -0.0810 0.654
H -4.65836 -3.01529 0.35633 -0.0284 -0.1005 -0.0149 0.363
H -1.79859 -2.02034 0.74954 -0.0450 0.0418 -0.0148 -0.395
H -3.78176 -1.34013 -2.05471 0.1184 -0.1311 -0.1206 0.755
H -0.99615 7.87905 1.57459 -0.0134 0.1222 -0.0262 0.519
C 2.48075 4.62914 0.48340 0.0781 0.0850 0.1294 -0.550
H -5.09999 2.16216 -0.95988 -0.1612 -0.0862 0.0179 0.344
F -3.43597 7.79489 2.42582 0.0157 -0.0303 0.0477 -0.346
C -2.71390 6.72054 2.10975 0.0771 -0.2295 -0.0985 0.034
C 1.70872 -4.59566 2.75177 0.0108 -0.0599 0.0825 -0.823
H 0.83207 -2.70878 -1.31704 -0.0229 0.0083 -0.0549 0.271
C -3.75337 -0.47271 -1.40357 0.1880 0.0223 -0.3197 -0.777
H -2.57063 0.11688 1.58246 -0.0706 -0.0572 -0.0602 -0.514
H 2.76425 -3.34639 -2.13697 0.0758 -0.1516 0.1248 0.251
H -4.76462 -0.07845 -1.30857 -0.0787 0.2749 0.1172 0.470
O 0.28853 -1.27196 1.98915 0.0525 0.0898 -0.7009 0.304
H -0.18896 1.10720 -2.45913 0.0953 0.2166 -0.1178 0.496
H -5.50456 -0.68314 1.24044 -0.0675 0.0611 0.0223 0.305
H 3.62111 1.77146 4.60521 0.0846 -0.0173 0.0383 0.474
C 0.86426 -2.52404 1.86352 0.1796 -0.3726 -0.3785 -0.153
H 1.45786 -8.49274 -2.67190 -0.0316 -0.1037 0.0649 0.468
H -5.67310 4.45580 -0.37212 -0.0953 0.0366 -0.0094 0.482
C -3.28368 5.46354 2.24005 -0.0140 0.2255 0.1376 -0.776
H -3.37491 -3.83595 1.26294 0.0172 0.0453 -0.1504 0.458
C 1.64344 3.70708 -0.13161 -0.6656 -0.4047 0.3499 0.462



16
Properties=species:S:1:pos:R:3:forces:R:3:mulliken_charge:R:1 method="wB97M-V/def2-TZVPD" de_lowest_kcal_mol=126.8 total_energy_ha=-288.58002 homo_ha=-0.3141 gap_ev=9.616 mol_weight_g_mol=95.14 multiplicity=1 smiles=C[C@]12C[C@H]1[C@H]1N[C@H]12
C 0.10492 1.26018 -0.22415 -0.0706 0.1925 0.3973 -0.045
C 0.17255 -1.14376 -0.86949 -0.0031 -0.0469 -0.1987 -0.870
C -0.51202 -0.15563 0.00837 -0.1309 -0.0822 -0.0217 0.934
H 2.12393 1.34852 0.81934 0.0207 -0.0120 0.0596 0.457
H -1.88745 0.27829 1.61024 0.0401 -0.0825 -0.1262 0.337
H -0.33779 2.14860 0.21453 -0.1560 -0.0223 -0.3692 0.479
H -2.66302 -0.11568 0.06735 0.1153 -0.0338 0.0687 0.306
H -0.19114 -2.16515 -0.77963 0.1023 0.1659 0.0183 0.282
N 1.05475 1.47280 -1.27025 0.7208 0.0522 0.3571 -0.676
H -1.92848 -1.39801 1.04483 0.0202 0.1114 -0.0508 0.343
C 1.42217 0.82187 0.19636 -0.2408 0.2483 1.1076 -0.628
C 0.88353 -0.62832 0.35673 0.2076 -0.1554 0.1747 -0.472
H 1.86208 0.76892 -1.19102 -0.5282 -0.3148 -1.4251 0.312
C -1.81608 -0.35865 0.71992 -0.0156 -0.0219 0.0192 -1.451
H 0.49999 -0.85720 -1.86425 -0.0311 -0.0552 0.1137 0.277
H 1.21204 -1.27680 1.16112 -0.0505 0.0569 -0.1244 0.416



96
Properties=species:S:1:pos:R:3:forces:R:3:mulliken_charge:R:1 method="wB97M-V/def2-TZVPD" total_energy_ha=-2604.02426 homo_ha=-0.3408 gap_ev=9.661 mol_weight_g_mol=651.77 multiplicity=1 smiles="COCCCCCCCCN(S)C(=O)O.CCOC(=O)OC.CCOC(=O)OC.CCOC(=O)OC.CCOC(=O)OC"
C -5.23818 0.25751 -1.41432 1.7381 0.5203 -0.8506 -1.706
H -5.63842 -0.49319 -2.09896 -0.3775 -0.2209 0.2314 0.274
C -0.63135 -8.51320 1.68579 0.1429 -0.4161 -0.0834 -0.181
C 3.15244 7.52364 6.34577 -0.2175 0.1837 0.3641 -0.178
C -3.64328 2.25663 -1.50694 0.3504 -0.7299 0.2935 -0.835
H 2.76467 4.67462 2.43969 -0.0660 0.0126 0.1209 0.335
H -1.57240 -9.06293 1.66539 -0.0655 0.1295 -0.0922 0.317
H -2.50569 -4.54080 -0.50597 -0.0640 -0.0977 -0.0491 0.276
H -0.34517 -8.51037 -0.45541 -0.0720 -0.0618 0.0337 0.311
H 0.92785 -0.62992 -5.87791 -0.1101 0.1323 0.0022 -0.047
H 3.48512 -0.66263 -0.72272 -0.0359 0.2012 0.1011 0.178
C 0.19828 -8.78471 0.44818 -0.0221 0.1951 -0.1799 -1.100
O 0.10296 2.91166 -6.99287 0.0279 -0.0745 0.0514 -0.345
C -0.96438 3.72984 -6.51136 -0.1167 0.2056 0.0452 -0.552
H -5.93743 1.07153 -1.33098 -0.4891 -0.0445 0.2943 0.696
O 3.95074 6.82388 5.38174 0.0205 0.0183 -0.1256 -0.371
H -0.94507 -0.92242 -7.52739 0.0241 -0.0291 0.0899 0.290
H -0.98860 2.85807 -1.18844 0.0862 0.1044 -0.2964 0.388
C 3.88325 0.59668 4.62215 0.1044 -0.0673 0.4424 -0.116
H -2.93572 -3.58455 0.91472 0.1478 0.0314 0.2194 0.169
C -1.30812 2.18860 -0.39841 -0.5551 -0.8116 0.8044 -1.070
C 1.07706 -0.43792 -6.94064 -0.0009 -0.4773 0.0085 0.222
O -3.68566 -1.99305 -1.05364 0.0671 -0.1252 -0.7382 -0.435
C 3.29667 5.93584 4.62997 0.0385 -0.0388 0.0160 0.763
N -4.90613 -0.29090 -0.07738 -1.6599 -0.0820 -0.2656 0.203
H 0.45746 -9.84190 0.38634 0.0033 0.0019 0.0423 0.354
O 1.02944 0.97259 -7.20119 0.0363 0.1129 0.0874 -0.380
C 0.32495 -2.21984 -0.18636 0.5540 0.4878 0.3784 -0.757
O -2.50794 -7.20668 0.28420 0.0640 0.0320 0.0827 -0.560
H 2.26093 5.80521 7.30443 -0.0674 0.0681 -0.0351 0.310
H 0.36741 0.96378 -2.42202 0.2747 0.2191 0.0307 0.523
C -2.83080 2.25323 -0.20097 0.3202 0.8522 -0.4463 -0.793
H 3.73240 8.39933 6.63241 0.1644 -0.0702 -0.1518 0.288
H -3.13936 1.47955 0.49178 -0.1453 -0.2306 0.0481 0.378
C -4.57174 -1.62764 -0.08435 1.1269 1.4993 -1.7630 0.571
H -0.08669 -8.82950 2.57399 -0.0163 0.2177 0.0766 0.295
C 0.07701 -1.19466 -7.78922 -0.2058 0.1693 -0.0751 -1.131
H -3.02629 3.20066 0.29625 -0.1469 0.1650 0.1365 0.388
H 6.03029 0.72895 4.71763 -0.0388 0.0835 0.0883 0.293
H 0.19360 -2.26928 -7.64866 0.0451 0.0089 0.0047 0.376
H -3.99295 0.82127 -3.12462 -0.1407 0.0443 -0.2734 0.492
O 3.55104 -1.43744 2.90180 -0.0174 0.1165 -0.0213 -0.572
H 4.40327 4.02648 2.28631 0.1303 0.1041 0.1207 0.221
H 3.36741 3.45899 3.60200 -0.1204 0.0289 -0.0274 0.041
H -3.13927 0.21708 -1.71137 0.2662 -0.2567 -0.2924 -0.589
C 2.87376 6.66794 7.56369 0.0214 -0.2648 -0.0610 -1.091
C -0.46892 0.39133 -2.03965 -0.3817 -0.5226 0.3337 -0.351
H 3.07352 -0.06191 4.93578 0.0224 -0.0844 -0.1454 0.316
C -0.18375 -1.09807 -2.20643 0.4401 0.8315 -0.8884 -0.486
H 2.08883 -0.75199 -7.19050 0.0478 0.2266 -0.0494 0.297
H 3.69791 1.57608 5.06166 -0.0309 0.0769 -0.2051 0.278
H 5.42080 -0.91923 4.67769 -0.0875 -0.0255 0.0456 0.304
H 2.23002 7.87781 5.88566 -0.0051 -0.1496 -0.0893 0.311
C 3.63211 4.32037 2.99250 -0.0128 -0.1804 -0.1947 -0.362
H -1.07605 3.63491 -5.43311 -0.0357 -0.1068 -0.0179 0.213
O -1.92086 -5.29389 1.33646 -0.0031 -0.0995 -0.0174 -0.356
H -1.89489 3.46604 -7.01253 -0.0207 -0.0673 0.0928 0.285
H 2.34939 7.24612 8.32466 0.0234 0.0324 -0.0132 0.355
C 3.60651 -1.07243 0.27509 0.1376 -0.1418 -0.2807 -0.481
S -6.07965 0.12067 1.12845 -0.0175 0.6941 0.5822 -0.222
H 4.52467 -1.65875 0.30572 -0.0496 -0.0563 0.1178 0.413
H 3.80663 6.29116 7.98575 0.0199 0.1181 0.0414 0.290
H 0.49083 -1.56620 0.66859 -0.2401 0.1242 0.2352 0.346
H -6.68554 -1.04272 1.44891 0.3191 -0.1070 -0.5096 0.145
C -0.77995 0.75985 -0.59242 0.5291 0.4322 -0.5899 -0.258
H 1.11648 -8.19575 0.46877 0.0389 -0.0783 0.0898 0.289
H -0.70922 4.75787 -6.75303 0.1375 -0.0717 -0.0886 0.226
H -3.03721 2.76437 -2.24894 -0.0798 0.3944 -0.1964 0.267
H 0.21748 -0.95845 -8.84492 0.1032 -0.0715 0.0059 0.305
O 4.17947 5.35559 3.81480 -0.0334 0.0770 0.0187 -0.346
O -4.93644 -2.41599 0.68683 -1.1158 -2.2634 2.7235 -0.537
O -0.87897 -7.11211 1.85670 -0.0900 0.0543 0.0627 -0.371
H -0.73203 -2.45476 -0.24996 -0.1828 -0.0549 -0.1445 0.131
C -1.83756 -6.59827 1.08029 0.0388 0.0495 -0.0203 0.687
H 0.88392 -3.12189 0.03269 0.1243 -0.3290 -0.2859 0.391
H -4.05237 -1.82559 -1.93329 0.2505 0.1386 0.0718 0.345
C -3.95072 0.84774 -2.04268 -0.3706 0.2468 0.8939 0.880
C 5.23146 0.07735 5.07507 0.1340 -0.1233 -0.2025 -1.196
O 3.69768 0.02837 1.18592 -0.0479 0.0305 0.0628 -0.334
O 3.84383 0.78943 3.20090 -0.1118 0.0536 -0.0516 -0.261
H 0.19309 -1.21036 -3.22190 0.0291 -0.2690 -0.2004 0.031
C 0.02134 1.62928 -6.62912 -0.0020 -0.0157 -0.1106 0.809
H -3.84659 -5.04968 0.56043 0.0326 -0.0582 -0.0314 0.417
O -0.82517 1.15389 -5.91458 0.0522 0.0415 0.0161 -0.559
H 2.75089 -1.69863 0.49882 0.0609 -0.0365 0.1254 0.134
H -0.88142 2.56357 0.52715 0.1988 0.1871 0.1106 0.359
H 0.15508 0.66985 -0.04928 0.1576 -0.1625 0.2215 0.511
O 0.83081 -1.57486 -1.35101 -0.5391 -0.6619 0.2349 -0.332
H -1.46076 0.02019 -0.17514 -0.2095 0.0107 0.1716 0.118
H 5.27543 0.02812 6.16314 -0.0250 0.0365 -0.0007 0.379
O 2.11703 5.69470 4.67793 0.1025 0.0356 -0.0047 -0.558
H -4.55931 2.81233 -1.32904 -0.2255 0.1444 -0.2892 0.524
C 3.68192 -0.31967 2.47346 0.0672 -0.0118 -0.0548 0.667
H -1.10911 -1.66926 -2.14679 -0.0644 -0.2345 0.3259 0.305
C -2.86509 -4.58515 0.52067 0.0689 -0.0785 -0.0752 -0.623
H -1.31283 0.60851 -2.68825 -0.1574 0.1785 -0.2132 0.163